(1)
Density functional theory data (ωB97M-V/def2-TZVPD) for the molecule C4H8O3.

Calculated total energy in Eh: -382.9297
SMILES: COC(=O)CCO
Energy relative to the best compared isomer or geometry (same formula, charge and spin) in eV: 0.956
HOMO-LUMO gap in eV: 11.29
Spin multiplicity: 1
Largest force on an atom in eV Å⁻¹: 0.52
Lowest unoccupied orbital energy in eV: 0.822

Atoms and positions in Å:
C (-2.7733, -0.1547, -0.0979)
O (-1.5524, 0.2325, 0.5337)
C (-0.4355, -0.0448, -0.1570)
O (-0.4466, -0.5691, -1.2475)
C (0.7971, 0.3711, 0.6205)
C (2.0884, 0.3818, -0.2057)
O (2.9866, -0.6477, 0.1635)
H (-2.7948, -1.2389, -0.2379)
H (-3.5702, 0.1593, 0.5773)
H (-2.8752, 0.3385, -1.0690)
H (0.6038, 1.3404, 1.0837)
H (0.9257, -0.3337, 1.4520)
H (1.8261, 0.3040, -1.2650)
H (2.6249, 1.3262, -0.0514)
H (2.6250, -1.4791, -0.1712)

(2)
Density functional theory data (ωB97M-V/def2-TZVPD) for the molecule C4H8O3.

Calculated total energy in Eh: -382.9167
SMILES: O=C(CO)CCO
Energy relative to the best compared isomer or geometry (same formula, charge and spin) in eV: 1.310
HOMO-LUMO gap in eV: 11.02
Spin multiplicity: 1
Largest force on an atom in eV Å⁻¹: 0.51
Lowest unoccupied orbital energy in eV: 0.749

Atoms and positions in Å:
O (-1.3003, 0.9028, 0.2161)
C (-0.1315, 0.7928, -0.1102)
C (0.9171, 1.6086, 0.6141)
O (0.3395, 2.5458, 1.4687)
C (0.2953, -0.2015, -1.1672)
C (0.0334, -1.6152, -0.6508)
O (0.8639, -1.8778, 0.4704)
H (1.5449, 0.8814, 1.1573)
H (1.5674, 2.0975, -0.1245)
H (-0.6094, 2.3365, 1.4717)
H (-0.3003, -0.0198, -2.0698)
H (1.3561, -0.0933, -1.4169)
H (-1.0304, -1.6999, -0.3998)
H (0.2616, -2.3541, -1.4273)
H (0.3228, -1.8945, 1.2658)

(3)
Density functional theory data (ωB97M-V/def2-TZVPD) for the molecule C4H8O3.

Calculated total energy in Eh: -382.8575
SMILES: C=C(CO)OCO
Energy relative to the best compared isomer or geometry (same formula, charge and spin) in eV: 2.919
HOMO-LUMO gap in eV: 10.23
Spin multiplicity: 1
Largest force on an atom in eV Å⁻¹: 0.49
Lowest unoccupied orbital energy in eV: 0.666

Atoms and positions in Å:
C (-0.7969, -1.3871, 1.1679)
C (0.2121, -0.8181, 0.5129)
C (1.4802, -0.2968, 1.1693)
O (2.1008, 0.6880, 0.3807)
O (0.0603, -0.3933, -0.7980)
C (-0.9441, 0.6690, -0.6134)
O (-1.1488, 1.5137, -1.6777)
H (-1.6889, -1.7252, 0.6499)
H (-0.7903, -1.4398, 2.2503)
H (1.1915, 0.1574, 2.1245)
H (2.1731, -1.1225, 1.3868)
H (1.9331, 0.4195, -0.5361)
H (-0.5754, 1.2421, 0.2385)
H (-1.8503, 0.1114, -0.3904)
H (-0.9845, 2.4036, -1.3431)